No. 1
Formula: C51H69AsBaBrN8O3S
Source: OMol25
Level of theory: ωB97M-V with the def2-TZVPD basis set

Calculated total energy ... -214477.563 eV
Net charge ... +1
Energy relative to the best compared isomer or geometry (same formula, charge and spin) ... 0.9350 eV

Geometry as XYZ:
```
135
C51H69AsBaBrN8O3S | OMol25 | ωB97M-V with the def2-TZVPD basis set
Ba 0.44 -0.91 0.30
O -1.59 1.11 -2.42
C -0.87 1.45 -3.52
C -1.26 2.57 -4.25
C -0.54 2.94 -5.37
C 0.56 2.21 -5.78
C 0.93 1.09 -5.06
C 0.23 0.68 -3.93
C 0.64 -0.59 -3.20
O 0.41 -0.50 -1.85
N -0.05 -1.72 -3.76
N 0.52 -2.85 -3.21
C -0.18 -3.85 -2.86
C -1.66 -3.96 -2.81
Br -2.22 -4.83 -1.23
C -2.51 -3.47 -3.71
C -3.98 -3.46 -3.64
C -4.73 -4.63 -3.52
C -6.11 -4.56 -3.49
C -6.75 -3.34 -3.59
C -6.01 -2.17 -3.72
C -4.63 -2.24 -3.75
H -1.01 0.47 -1.94
H -2.11 3.13 -3.91
H -0.84 3.82 -5.93
H 1.12 2.51 -6.65
H 1.78 0.50 -5.38
H 1.71 -0.80 -3.39
H -1.07 -1.64 -3.63
H 0.38 -4.70 -2.46
H -2.06 -3.04 -4.59
H -4.23 -5.58 -3.45
H -6.69 -5.47 -3.40
H -7.83 -3.29 -3.57
H -6.50 -1.22 -3.81
H -4.05 -1.33 -3.86
C -5.97 2.88 -0.26
C -6.05 1.56 0.51
C -6.51 1.84 1.95
C -7.06 0.65 -0.17
C -4.66 0.93 0.58
C -4.41 -0.40 0.26
C -3.12 -0.90 0.35
N -2.09 -0.16 0.77
C -2.31 1.12 1.10
C -3.57 1.69 1.00
C -1.14 1.92 1.61
C -1.34 3.05 2.37
C -0.26 3.81 2.84
C 1.00 3.36 2.49
C 1.13 2.20 1.75
N 0.10 1.49 1.32
C -0.51 5.06 3.67
C -1.23 6.09 2.80
C -1.39 4.70 4.87
C 0.80 5.66 4.18
H -6.97 3.26 -0.42
H -5.50 2.74 -1.24
H -5.41 3.64 0.28
H -7.48 2.33 1.93
H -5.81 2.48 2.47
H -6.61 0.92 2.52
H -8.03 1.15 -0.20
H -7.20 -0.28 0.37
H -6.77 0.41 -1.19
H -5.19 -1.06 -0.07
H -2.91 -1.92 0.08
H -3.71 2.73 1.23
H -2.34 3.35 2.63
H 1.89 3.88 2.81
H 2.11 1.82 1.50
H -2.18 5.72 2.43
H -0.63 6.37 1.94
H -1.43 6.99 3.38
H -2.39 4.38 4.57
H -1.52 5.58 5.50
H -0.95 3.91 5.47
H 1.44 5.99 3.37
H 1.35 4.96 4.80
H 0.57 6.53 4.80
C 3.93 -2.76 -4.34
C 4.25 -2.80 -2.89
C 5.49 -2.67 -2.33
C 5.60 -2.83 -0.92
N 4.59 -3.07 -0.13
C 3.37 -3.20 -0.68
S 1.99 -3.69 0.12
N 3.23 -3.06 -2.04
C 6.94 -2.79 -0.27
H 4.74 -2.29 -4.89
H 3.00 -2.22 -4.52
H 3.79 -3.77 -4.72
H 6.35 -2.50 -2.95
H 2.28 -3.11 -2.40
H 7.70 -2.34 -0.90
H 7.26 -3.82 -0.05
H 6.87 -2.27 0.69
C -0.11 -4.73 3.22
C -0.41 -3.45 3.99
As 0.47 -1.90 3.16
C -0.15 -0.47 4.39
C 0.08 -0.69 5.88
C 2.27 -2.22 3.87
C 3.26 -1.13 3.46
H -0.67 -5.57 3.63
H 0.94 -4.98 3.25
H -0.39 -4.64 2.16
H -0.09 -3.53 5.03
H -1.49 -3.24 4.00
H -1.22 -0.36 4.17
H 0.33 0.46 4.06
H -0.39 -1.60 6.23
H -0.34 0.14 6.45
H 1.14 -0.74 6.12
H 2.58 -3.18 3.45
H 2.21 -2.32 4.95
H 3.45 -1.17 2.38
H 4.21 -1.26 3.97
H 2.89 -0.13 3.71
N 2.90 -0.16 -0.10
C 3.88 0.38 -0.32
N 5.03 0.97 -0.54
C 5.42 1.34 -1.89
C 6.93 1.29 -1.97
O 7.52 2.10 -0.97
C 7.18 1.65 0.32
C 5.67 1.72 0.54
H 5.06 2.35 -2.12
H 4.96 0.63 -2.59
H 7.28 1.68 -2.93
H 7.29 0.25 -1.86
H 7.70 2.30 1.03
H 7.53 0.62 0.46
H 5.34 2.77 0.49
H 5.38 1.30 1.50
```


No. 2
Formula: C51H73ClN4O20S
Source: OMol25
Level of theory: ωB97M-V with the def2-TZVPD basis set

Calculated total energy ... -124333.046 eV
Net charge ... 0
SMILES ... CCCNC1=C(CCSc2nnco2)C(=O)C(CC(=O)Cl)=C(CCCCN)C1=O.O=C1CCCO1.O=C1CCCO1.O=C1CCCO1.O=C1CCCO1.O=C1CCCO1.O=C1CCCO1.O=C1CCCO1.O=C1CCCO1

Geometry as XYZ:
```
150
C51H73ClN4O20S | OMol25 | ωB97M-V with the def2-TZVPD basis set
C 2.61 3.81 -4.68
C 1.80 3.25 -3.40
C 1.26 4.46 -2.46
N 0.19 3.96 -1.51
C 0.81 3.10 -0.47
C 0.49 1.71 -0.44
C -0.54 1.10 -1.53
C -1.99 1.15 -0.84
S -3.33 0.32 -1.82
C -4.71 0.15 -0.59
N -4.34 0.03 0.80
N -5.47 -0.05 1.56
C -6.54 0.02 0.62
O -6.12 0.14 -0.77
C 1.12 0.76 0.71
O 0.51 -0.35 0.85
C 2.35 1.23 1.59
C 3.29 0.28 2.48
C 3.17 -1.28 2.16
O 2.22 -1.96 2.64
Cl 4.42 -2.17 1.14
C 2.68 2.63 1.57
C 3.89 3.30 2.36
C 3.82 3.17 3.97
C 2.38 3.52 4.61
C 1.69 2.24 5.34
N 0.56 2.68 6.25
C 1.79 3.64 0.66
O 1.85 4.89 0.84
H 3.53 4.43 -4.37
H 1.89 4.44 -5.30
H 2.95 2.90 -5.29
H 2.45 2.54 -2.79
H 0.89 2.69 -3.80
H 0.78 5.30 -3.09
H 2.10 4.91 -1.83
H -0.24 4.76 -1.02
H -0.52 1.71 -2.51
H -0.23 0.03 -1.85
H -1.89 0.56 0.15
H -2.27 2.25 -0.66
H -7.59 -0.04 1.05
H 2.97 0.43 3.58
H 4.38 0.65 2.35
H 3.99 4.42 2.12
H 4.88 2.80 2.02
H 4.60 3.91 4.40
H 4.13 2.13 4.31
H 2.58 4.27 5.46
H 1.64 4.00 3.88
H 2.47 1.75 6.05
H 1.32 1.46 4.57
H -0.30 2.13 6.04
H 0.38 3.68 6.07
O 3.27 -0.01 -6.44
C 3.49 -0.13 -5.27
C 4.64 -0.88 -4.65
C 4.19 -1.03 -3.21
C 3.32 0.19 -3.01
O 2.73 0.44 -4.29
H 5.54 -0.27 -4.74
H 4.78 -1.85 -5.13
H 5.02 -1.09 -2.50
H 3.59 -1.94 -3.11
H 3.90 1.07 -2.72
H 2.54 0.02 -2.27
O 4.23 0.06 5.43
C 4.36 -1.06 5.84
C 3.42 -1.78 6.77
C 4.26 -2.94 7.24
C 5.18 -3.18 6.06
O 5.38 -1.89 5.48
H 2.54 -2.10 6.20
H 3.13 -1.13 7.60
H 3.67 -3.82 7.51
H 4.85 -2.65 8.11
H 4.73 -3.83 5.31
H 6.13 -3.60 6.37
O -9.71 -5.56 -2.43
C -8.97 -4.62 -2.54
C -8.52 -3.72 -1.42
C -7.96 -2.53 -2.16
C -7.48 -3.15 -3.46
O -8.38 -4.24 -3.71
H -7.75 -4.24 -0.84
H -9.35 -3.44 -0.78
H -7.17 -2.01 -1.62
H -8.76 -1.82 -2.37
H -6.47 -3.56 -3.38
H -7.52 -2.44 -4.29
O -9.79 -1.30 -0.28
C -10.99 -1.40 -0.17
C -11.71 -1.94 1.03
C -13.10 -2.20 0.48
C -13.21 -1.17 -0.61
O -11.88 -1.00 -1.11
H -11.72 -1.18 1.82
H -11.24 -2.86 1.40
H -13.89 -2.13 1.23
H -13.13 -3.21 0.04
H -13.57 -0.20 -0.24
H -13.87 -1.50 -1.42
O -6.92 -3.77 -7.81
C -6.79 -4.89 -7.38
C -7.74 -5.59 -6.45
C -6.90 -6.75 -5.95
C -5.97 -7.00 -7.12
O -5.76 -5.72 -7.72
H -8.61 -5.93 -7.01
H -8.04 -4.93 -5.63
H -7.49 -7.62 -5.67
H -6.32 -6.44 -5.08
H -6.41 -7.67 -7.86
H -5.01 -7.42 -6.79
O 2.74 0.91 8.94
C 2.63 2.00 9.44
C 1.54 2.43 10.37
C 1.68 3.94 10.36
C 3.16 4.12 10.09
O 3.53 3.01 9.27
H 1.73 2.02 11.37
H 0.56 2.12 10.00
H 1.35 4.42 11.28
H 1.10 4.36 9.53
H 3.76 4.09 11.00
H 3.37 5.05 9.56
O 7.07 3.72 5.10
C 7.74 3.56 4.11
C 9.21 3.23 4.09
C 9.58 3.54 2.66
C 8.29 3.26 1.92
O 7.25 3.60 2.84
H 9.34 2.18 4.33
H 9.76 3.86 4.79
H 10.42 2.95 2.29
H 9.85 4.59 2.56
H 8.19 2.21 1.65
H 8.20 3.87 1.02
O 6.98 -2.15 -10.29
C 5.78 -2.18 -10.35
C 4.84 -1.14 -9.81
C 3.52 -1.88 -9.81
C 3.69 -2.85 -10.96
O 5.08 -3.17 -10.98
H 4.83 -0.28 -10.48
H 5.13 -0.84 -8.80
H 2.65 -1.22 -9.93
H 3.40 -2.43 -8.87
H 3.42 -2.40 -11.92
H 3.10 -3.76 -10.81
```


Kohn-Sham gap
In order: 7.80, 7.20
Unit: eV